Molecular formula: C5H16N2O
Method: DFT, ωB97M-V with the def2-TZVPD basis set

Bonds (Å) are listed after each position.
Element x y z (Å)
1 N -1.19 0.19 1.17  C2 1.593, H8 1.064, H9 1.020
2 C -0.56 0.38 -0.28  N1 1.593, C3 1.586, C6 1.563, H10 1.151
3 C 0.29 1.70 -0.08  C2 1.586, C4 1.556, H11 1.101, H12 1.181
4 C 1.76 1.56 0.42  C3 1.556, C5 1.525, H13 1.090, H14 1.161
5 C 2.64 1.17 -0.77  C4 1.525, H15 1.120, H16 1.104, H17 1.127
6 C -1.45 0.29 -1.56  C2 1.563, N7 1.501, H18 1.005, H19 1.081
7 N -2.15 -1.03 -1.57  C6 1.501, H20 1.054, H21 1.094
8 H -2.23 0.25 0.98  N1 1.064
9 H -0.96 -0.77 1.44  N1 1.020
10 H 0.20 -0.39 -0.68  C2 1.151
11 H 0.15 2.13 -1.08  C3 1.101
12 H -0.37 2.33 0.67  C3 1.181
13 H 1.76 0.98 1.34  C4 1.090
14 H 2.11 2.60 0.80  C4 1.161
15 H 2.12 0.62 -1.59  C5 1.120
16 H 3.07 2.10 -1.17  C5 1.104
17 H 3.43 0.54 -0.28  C5 1.127
18 H -2.12 1.02 -1.75  C6 1.005
19 H -0.85 0.42 -2.45  C6 1.081
20 H -2.81 -1.16 -2.38  N7 1.054
21 H -1.34 -1.74 -1.79  N7 1.094
22 H -0.83 -3.76 3.22  O24 0.938
23 H 0.00 -4.99 3.54  O24 0.928
24 O -0.68 -4.44 3.85  H22 0.938, H23 0.928

Results
- multiplicity = 2
- <S²> = 0.755
- energy above the lowest of the compared OMol25 structures with the same formula, charge and spin (kJ/mol) = 309.8
- charge = +1

Taken from the Mulliken analysis, the atomic charges in e are: -0.20 0.26 -0.92 -0.46 -1.02 -1.10 -0.64 0.40 0.34 0.26 0.40 0.42 0.38 0.31 0.32 0.33 0.27 0.65 0.46 0.29 0.27 0.28 0.32 -0.60